A structure of composition C38H30CdFI2N7O6S. Source: OMol25; level of theory: the ωB97M-V functional and the def2-TZVPD basis.

Calculated values
total energy: -96923.3244 eV
HOMO-LUMO gap (alpha / beta): 4.74 / 6.05 eV
relative energy (zero: lowest compared OMol25 entry of this formula, charge and spin): 546.9 kJ/mol

Each line ends with the Löwdin charge.
CARTESIAN COORDINATES (ANGSTROEM)
Cd  -17.4527  -9.9011  3.5936  1.41
C  -21.4916  -12.0721  2.0180  -0.02
C  -22.1876  -12.4303  3.2127  -0.07
C  -21.6169  -12.2157  4.4082  -0.01
C  -20.3566  -11.4586  4.4362  -0.20
N  -19.7832  -10.9924  3.2902  0.06
C  -20.2858  -11.3916  2.1391  -0.15
C  -19.8202  -11.1047  5.6900  -0.20
C  -20.6166  -11.0562  6.8566  -0.01
C  -20.0598  -10.7108  8.0558  -0.05
C  -18.7614  -10.3287  8.0450  -0.03
C  -18.0898  -10.2550  6.8524  -0.25
N  -18.5514  -10.5889  5.6516  0.13
C  -16.7484  -9.7317  6.9469  -0.19
C  -15.9806  -9.8113  8.1694  -0.03
C  -14.7774  -9.1752  8.2848  -0.07
C  -14.3114  -8.4706  7.1716  -0.05
C  -15.0667  -8.4283  6.0018  -0.14
N  -16.1553  -9.1374  5.8648  0.08
H  -21.8836  -12.3228  1.0781  0.09
H  -23.1876  -12.8273  3.0622  0.11
H  -22.1377  -12.5266  5.3370  0.11
H  -19.7007  -11.0275  1.2766  0.09
H  -21.7243  -11.1664  6.7836  0.13
H  -20.6369  -10.8655  9.0240  0.15
H  -18.2177  -10.0109  8.9521  0.12
H  -16.3776  -10.3724  9.0103  0.10
H  -14.1309  -9.2125  9.2043  0.13
H  -13.3641  -7.9015  7.2005  0.12
H  -14.6770  -7.9199  5.0874  0.12
C  -23.7695  -10.5824  -6.3960  -0.07
C  -22.9893  -9.5102  -5.8032  -0.29
C  -23.6108  -8.6842  -4.8439  -0.02
C  -23.0635  -7.4089  -4.5854  -0.06
C  -21.8577  -7.0307  -5.1712  -0.29
C  -21.1376  -7.9772  -5.9484  -0.08
C  -21.7065  -9.1892  -6.2738  -0.04
S  -21.1835  -5.2808  -5.1802  0.88
O  -21.0558  -4.9685  -6.6333  -0.38
O  -22.1150  -4.5564  -4.3067  -0.39
N  -17.2269  -10.7847  1.5268  -0.02
C  -16.0564  -11.1447  1.2141  -0.47
C  -15.4913  -11.0514  -0.0858  -0.05
C  -14.2056  -11.4209  -0.4251  -0.09
C  -13.3876  -11.8319  0.6191  -0.05
C  -13.8449  -12.1293  1.9444  -0.14
C  -13.0878  -12.5974  3.0673  -0.03
C  -13.6515  -12.8909  4.2826  -0.09
C  -14.9186  -12.3847  4.5278  -0.17
N  -15.6925  -11.7941  3.6040  0.03
C  -15.1785  -11.7085  2.3196  -0.15
H  -24.2406  -11.2719  -5.6847  0.09
H  -23.2004  -11.1921  -7.0752  0.07
H  -24.6381  -10.0965  -6.9839  0.13
H  -24.5078  -8.9771  -4.3014  0.12
H  -23.5617  -6.6564  -3.9345  0.12
H  -20.0690  -7.7873  -6.2724  0.14
H  -21.2029  -9.9182  -6.8143  0.09
H  -16.0936  -10.5331  -0.8085  0.10
H  -13.9137  -11.2785  -1.5029  0.12
H  -12.3210  -11.9371  0.5160  0.10
H  -12.0291  -12.7137  3.0007  0.10
H  -12.9850  -13.2910  5.0999  0.12
H  -15.3596  -12.6043  5.5297  0.11
I  -22.8745  -5.8469  1.8516  0.68
C  -22.2396  -6.3950  3.8012  -1.24
I  -23.5039  -6.8956  5.4482  0.66
H  -21.6423  -5.5425  4.1840  -0.05
H  -21.5149  -7.1763  3.5991  -0.07
F  -15.8520  -3.0810  0.5573  0.07
C  -15.7251  -3.6100  1.7867  -0.16
C  -16.8170  -4.1597  2.3802  0.07
N  -16.6895  -4.7242  3.6296  -0.01
C  -17.7655  -5.5833  4.1162  -0.04
C  -17.6316  -7.0453  3.6482  -0.65
O  -18.5736  -7.8194  4.1461  -0.18
O  -16.6559  -7.4394  2.9938  -0.04
C  -15.5030  -4.8025  4.2873  -0.47
O  -15.3814  -5.2958  5.4152  0.05
N  -14.4343  -4.2952  3.5835  0.21
C  -14.3522  -3.7200  2.3087  -0.34
O  -13.2279  -3.5035  1.8013  0.06
H  -17.7599  -4.1605  1.9313  0.13
H  -18.7146  -5.1485  3.7046  0.14
H  -17.7855  -5.6219  5.1890  0.12
H  -13.5820  -4.2438  4.1454  0.17